No. 1
{"formula": "C28H31N4O3", "method": "ωB97M-V with the def2-TZVPD basis set", "total_charge": 1, "e_tot_ha": -1529.9871, "orbital_gap_ev": 6.3, "de_lowest_ev": 0.000, "lumo_energy_ev": -5.00, "elements": ["C", "N", "C", "O", "C", "C", "C", "C", "C", "C", "C", "C", "N", "C", "C", "C", "C", "C", "C", "N", "O", "O", "C", "C", "C", "C", "C", "C", "H", "H", "H", "H", "H", "H", "H", "H", "H", "H", "H", "H", "H", "H", "H", "H", "H", "H", "H", "H", "H", "H", "H", "H", "C", "C", "C", "C", "N", "C", "C", "H", "H", "H", "H", "H", "H", "H"], "xyz": [[-2.160, 4.784, 1.054], [-2.041, 3.342, 1.178], [-3.144, 2.542, 1.378], [-4.296, 2.904, 1.490], [-2.642, 1.106, 1.420], [-3.265, 0.252, 0.316], [-4.755, 0.126, 0.432], [-5.587, 0.620, -0.561], [-6.959, 0.552, -0.427], [-7.517, -0.007, 0.703], [-6.699, -0.509, 1.693], [-5.327, -0.448, 1.556], [-1.155, 1.169, 1.294], [-0.318, 0.101, 1.345], [1.049, 0.235, 1.208], [1.988, -0.767, 1.245], [3.389, -0.537, 1.104], [3.928, 0.745, 0.892], [5.286, 0.931, 0.759], [5.812, 2.272, 0.540], [7.041, 2.416, 0.414], [5.010, 3.222, 0.487], [6.145, -0.154, 0.833], [5.641, -1.422, 1.043], [4.286, -1.618, 1.179], [-0.745, 2.608, 1.124], [-0.113, 2.828, -0.248], [0.115, 3.064, 2.301], [-3.208, 5.072, 1.116], [-1.607, 5.274, 1.852], [-1.758, 5.108, 0.096], [-2.879, 0.684, 2.405], [-3.008, 0.700, -0.650], [-2.811, -0.745, 0.321], [-5.147, 1.073, -1.433], [-7.594, 0.952, -1.200], [-8.590, -0.043, 0.816], [-7.131, -0.933, 2.585], [-4.684, -0.831, 2.330], [-0.743, -0.873, 1.498], [1.420, 1.225, 1.059], [1.663, -1.781, 1.387], [3.301, 1.616, 0.823], [7.203, 0.019, 0.724], [6.312, -2.262, 1.103], [3.893, -2.605, 1.349], [-0.829, 2.554, -1.020], [0.158, 3.871, -0.396], [0.777, 2.226, -0.404], [-0.452, 2.943, 3.223], [1.029, 2.488, 2.406], [0.388, 4.113, 2.210], [2.442, -5.556, -4.965], [2.295, -4.621, -3.814], [1.145, -3.882, -3.629], [1.050, -3.032, -2.552], [1.996, -2.856, -1.647], [3.096, -3.564, -1.836], [3.292, -4.442, -2.876], [3.414, -6.054, -4.949], [1.670, -6.328, -4.940], [2.354, -5.023, -5.914], [0.335, -3.978, -4.331], [0.147, -2.456, -2.417], [3.882, -3.425, -1.111], [4.214, -4.990, -2.969]], "mulliken_charge": [-0.95, 0.26, 0.31, -0.65, 0.00, -0.77, 0.46, -0.29, -0.69, -0.41, -0.79, -0.23, 0.52, 0.21, 1.21, -0.99, 1.06, -0.43, -0.53, 0.99, -0.58, -0.58, -0.38, -0.77, -0.55, 0.21, -1.53, -1.58, 0.38, 0.31, 0.32, 0.36, 0.41, 0.43, 0.34, 0.39, 0.40, 0.40, 0.38, 0.59, -1.30, 0.43, 0.68, 0.52, 0.43, 0.54, 0.34, 0.48, 0.41, 0.38, 0.41, 0.46, -1.35, 0.97, -0.49, -0.45, -0.25, -0.11, -0.70, 0.35, 0.32, 0.32, 0.41, 0.39, 0.30, 0.31]}



No. 2
{"formula": "C28H32AsAuN2S4", "method": "ωB97M-V with the def2-TZVPD basis set", "total_charge": 2, "e_tot_ha": -5159.3386, "orbital_gap_ev": [5.2, 5.0], "de_lowest_ev": 1.192, "lumo_energy_ev": [-8.11, -8.37], "elements": ["Au", "S", "C", "C", "C", "C", "C", "C", "As", "C", "C", "C", "C", "C", "C", "C", "C", "C", "C", "C", "C", "H", "H", "H", "H", "H", "H", "H", "H", "H", "H", "H", "H", "H", "H", "C", "C", "S", "C", "C", "S", "C", "C", "S", "H", "H", "H", "H", "H", "H", "H", "H", "H", "H", "H", "H", "C", "N", "C", "C", "N", "C", "H", "H", "H", "H", "H", "H"], "xyz": [[-1.058, 0.778, -0.704], [-1.135, 2.252, 1.324], [-0.584, 1.301, 2.663], [-0.737, 1.877, 3.936], [-0.375, 1.179, 5.066], [0.146, -0.104, 4.954], [0.338, -0.666, 3.701], [-0.012, 0.021, 2.543], [0.327, -0.803, 0.829], [0.407, -2.684, 1.305], [1.554, -3.433, 1.056], [1.643, -4.721, 1.563], [0.592, -5.259, 2.292], [-0.564, -4.521, 2.504], [-0.664, -3.235, 2.005], [2.137, -0.336, 0.352], [3.020, 0.239, 1.257], [4.279, 0.624, 0.827], [4.652, 0.447, -0.497], [3.775, -0.143, -1.396], [2.519, -0.535, -0.973], [-1.139, 2.876, 4.008], [-0.491, 1.635, 6.038], [0.420, -0.664, 5.835], [0.771, -1.658, 3.618], [2.380, -3.004, 0.495], [2.535, -5.303, 1.393], [0.676, -6.254, 2.702], [-1.385, -4.946, 3.059], [-1.555, -2.637, 2.176], [2.712, 0.389, 2.289], [4.975, 1.061, 1.527], [5.628, 0.771, -0.824], [4.065, -0.292, -2.425], [1.811, -0.976, -1.669], [-4.858, 0.767, -1.259], [-4.667, -0.317, -0.208], [-3.036, -1.122, -0.058], [-2.835, -2.173, -1.541], [-2.720, -1.476, -2.885], [-1.269, -0.353, -3.026], [-1.923, 1.150, -3.854], [-3.251, 1.718, -3.398], [-3.452, 1.915, -1.583], [-5.667, 1.413, -0.917], [-5.145, 0.336, -2.215], [-5.404, -1.103, -0.372], [-4.815, 0.089, 0.792], [-3.682, -2.862, -1.568], [-1.926, -2.741, -1.323], [-3.608, -0.900, -3.122], [-2.573, -2.238, -3.654], [-1.972, 0.934, -4.923], [-1.132, 1.877, -3.678], [-4.102, 1.148, -3.770], [-3.327, 2.729, -3.804], [3.649, 4.020, -0.550], [2.593, 3.287, -1.193], [2.501, 2.981, -2.516], [1.368, 2.237, -2.666], [0.769, 2.092, -1.453], [1.530, 2.740, -0.594], [4.571, 3.916, -1.120], [3.811, 3.638, 0.457], [3.396, 5.078, -0.480], [3.207, 3.318, -3.246], [0.980, 1.792, -3.558], [1.325, 2.838, 0.453]], "mulliken_charge": [0.97, -0.28, 0.93, -0.80, -0.65, -0.86, -0.15, -0.53, 1.06, 0.14, -0.25, -0.71, -0.56, -0.75, -0.20, 0.41, -0.40, -0.76, -0.69, -0.69, -0.40, 0.46, 0.42, 0.44, 0.54, 0.42, 0.44, 0.43, 0.45, 0.43, 0.44, 0.49, 0.47, 0.49, 0.40, -0.65, -0.91, 0.21, -0.92, -0.55, 0.01, -0.51, -0.92, 0.03, 0.53, 0.34, 0.47, 0.40, 0.62, 0.30, 0.24, 0.53, 0.55, 0.17, 0.46, 0.50, -0.90, 0.34, -0.75, -0.63, 0.16, -0.86, 0.34, 0.37, 0.32, 0.48, 0.52, 0.56]}



No. 3
{"formula": "C28H32BF3O2", "method": "ωB97M-V with the def2-TZVPD basis set", "e_tot_ha": -1561.0275, "orbital_gap_ev": 3.1, "de_lowest_ev": 4.296, "lumo_energy_ev": -2.56, "elements": ["C", "C", "C", "C", "C", "C", "O", "B", "C", "C", "C", "C", "C", "F", "F", "F", "C", "C", "C", "C", "C", "C", "C", "C", "C", "C", "O", "H", "H", "H", "H", "H", "H", "H", "H", "H", "H", "H", "H", "H", "H", "H", "H", "H", "H", "H", "H", "H", "H", "H", "H", "H", "C", "C", "C", "C", "C", "C", "C", "H", "H", "H", "H", "H", "H", "H"], "xyz": [[3.261, 3.966, -2.017], [1.887, 3.450, -1.657], [0.929, 4.632, -1.487], [1.279, 2.329, -2.630], [0.425, 2.865, -3.762], [2.375, 1.439, -3.196], [0.447, 1.541, -1.769], [0.845, 1.895, -0.465], [-0.314, 2.363, 0.533], [-0.013, 3.227, 1.582], [-1.034, 3.679, 2.424], [-2.338, 3.257, 2.196], [-3.449, 3.681, 3.124], [-4.457, 4.321, 2.458], [-4.011, 2.601, 3.750], [-3.021, 4.531, 4.104], [-2.649, 2.420, 1.130], [-1.629, 1.975, 0.286], [1.553, -0.066, 0.199], [0.658, -0.292, 1.356], [2.962, 0.186, 0.424], [3.943, -0.460, -0.364], [5.301, -0.295, -0.088], [5.712, 0.559, 0.943], [4.757, 1.277, 1.677], [3.398, 1.074, 1.438], [1.977, 2.750, -0.417], [3.215, 4.448, -3.000], [3.569, 4.715, -1.277], [4.002, 3.159, -2.030], [0.930, 5.244, -2.397], [-0.100, 4.312, -1.266], [1.272, 5.260, -0.654], [1.030, 3.493, -4.428], [0.031, 2.026, -4.346], [-0.421, 3.451, -3.387], [2.973, 1.995, -3.930], [3.033, 1.052, -2.403], [1.913, 0.585, -3.706], [0.999, 3.586, 1.756], [-0.793, 4.353, 3.234], [-3.671, 2.111, 0.941], [-1.880, 1.338, -0.557], [1.292, -0.571, -0.738], [-0.383, -0.353, 1.036], [0.922, -1.230, 1.852], [0.752, 0.515, 2.086], [3.614, -1.127, -1.169], [6.040, -0.864, -0.665], [6.775, 0.701, 1.155], [5.056, 1.967, 2.468], [2.653, 1.607, 2.030], [1.482, -3.202, 0.778], [0.253, -3.691, 0.333], [-0.675, -4.473, 1.018], [-0.640, -4.944, 2.327], [0.430, -4.906, 3.214], [1.700, -4.381, 2.991], [2.160, -3.597, 1.931], [2.009, -2.513, 0.115], [-0.025, -3.425, -0.692], [-1.577, -4.725, 0.450], [-1.547, -5.445, 2.681], [0.272, -5.382, 4.188], [2.437, -4.578, 3.779], [3.202, -3.264, 2.016]], "mulliken_charge": [-1.96, 1.38, -1.78, 1.87, -1.93, -1.80, -0.89, 1.32, 0.00, -0.48, -0.93, 0.41, 0.77, -0.26, -0.27, -0.29, -1.08, -0.61, -0.08, -1.62, 1.55, -0.42, -1.02, -0.54, -0.73, -0.13, -0.56, 0.35, 0.47, 0.34, 0.38, 0.22, 0.42, 0.32, 0.46, 0.36, 0.37, 0.17, 0.43, 0.47, 0.46, 0.37, 0.57, 0.54, 0.25, 0.36, 0.44, 0.32, 0.39, 0.37, 0.40, 0.11, 0.00, -0.05, -0.36, -0.29, -0.30, -0.25, 0.00, 0.07, 0.34, 0.31, 0.32, 0.32, 0.32, 0.33]}